Here is C40H59BrN2O10P2PbSb as an isolated structure from OMol25. Energies are from ωB97M-V/def2-TZVPD.

Results
Energy above the lowest of the compared OMol25 structures with the same formula, charge and spin ... 9.97 kcal per mole
Lowest unoccupied orbital energy ... -0.0760 hartree
Maximum force ... 0.59 eV/Å
Charge ... +1
M ... 1198.7 g mol⁻¹
Orbital gap ... 7.986 eV
Highest occupied orbital energy ... -10.05 eV

Positions of all 116 atoms, in Å:
Pb (-1.2052, -0.6734, -0.3245)
O (0.0050, 1.4334, -1.4953)
C (0.0267, 2.3862, -0.5639)
C (-0.5884, 3.6225, -0.7228)
C (-0.4178, 4.6282, 0.2167)
C (0.3998, 4.4355, 1.3239)
C (1.0149, 3.2055, 1.4887)
C (0.8020, 2.1632, 0.5893)
C (1.4657, 0.8894, 0.8244)
N (0.9558, -0.2354, 0.4949)
N (1.7074, -1.3615, 0.7288)
C (1.2377, -2.4062, 0.0881)
O (0.1992, -2.4211, -0.6788)
C (1.9723, -3.6823, 0.2745)
C (1.6884, -4.7616, -0.5568)
C (2.3527, -5.9654, -0.3865)
C (3.2961, -6.0999, 0.6221)
C (3.5764, -5.0267, 1.4577)
C (2.9210, -3.8199, 1.2837)
H (-1.1927, 3.8174, -1.6068)
H (-0.9069, 5.5801, 0.0605)
H (0.5644, 5.2313, 2.0352)
H (1.6660, 3.0310, 2.3368)
H (2.4249, 0.8885, 1.3412)
H (0.9466, -4.6406, -1.3349)
H (2.1365, -6.7993, -1.0414)
H (3.8172, -7.0386, 0.7545)
H (4.3112, -5.1317, 2.2445)
H (3.1332, -2.9757, 1.9234)
C (-0.4317, -4.8202, 2.7132)
C (-1.4763, -4.4764, 3.7527)
C (-0.9240, -3.6500, 4.8947)
O (-2.6337, -3.7990, 3.1588)
P (-2.6415, -2.4126, 2.4118)
O (-1.3710, -2.0875, 1.7109)
C (-3.0433, -1.1326, 3.6061)
P (-3.3841, 0.4654, 2.7989)
O (-2.7267, 0.5878, 1.4881)
O (-4.9343, 0.6252, 2.6370)
C (-6.0355, 0.5755, 3.5858)
C (-5.6300, 0.9280, 5.0021)
C (-6.7026, -0.7826, 3.4717)
O (-2.8950, 1.5233, 3.8510)
C (-1.8710, 2.5241, 3.5616)
C (-0.5783, 2.0741, 4.2172)
C (-2.3845, 3.8452, 4.0928)
O (-3.9379, -2.4365, 1.5279)
C (-4.3438, -3.4381, 0.5431)
C (-3.1792, -4.2289, -0.0201)
C (-5.3975, -4.3191, 1.1814)
H (0.3262, -5.4529, 3.1761)
H (0.0533, -3.9294, 2.3230)
H (-0.8648, -5.3707, 1.8807)
H (-1.9322, -5.3919, 4.1378)
H (-0.4597, -2.7369, 4.5168)
H (-0.1535, -4.2181, 5.4151)
H (-1.7041, -3.3941, 5.6111)
H (-2.1539, -0.9885, 4.2223)
H (-3.8647, -1.4463, 4.2482)
H (-6.7154, 1.3436, 3.2100)
H (-4.9587, 0.1858, 5.4346)
H (-6.5302, 0.9586, 5.6164)
H (-5.1458, 1.8997, 5.0496)
H (-6.0529, -1.5772, 3.8391)
H (-6.9531, -0.9944, 2.4341)
H (-7.6188, -0.7952, 4.0619)
H (-1.7492, 2.5672, 2.4753)
H (-0.7129, 1.9944, 5.2957)
H (0.2180, 2.7981, 4.0207)
H (-0.2614, 1.1072, 3.8248)
H (-2.5229, 3.7952, 5.1727)
H (-3.3329, 4.1084, 3.6274)
H (-1.6644, 4.6326, 3.8735)
H (-4.7906, -2.8314, -0.2490)
H (-2.7922, -4.9338, 0.7142)
H (-2.3593, -3.5899, -0.3468)
H (-3.5327, -4.7992, -0.8801)
H (-4.9562, -4.9268, 1.9712)
H (-5.8282, -4.9834, 0.4320)
H (-6.1964, -3.7139, 1.6058)
Br (4.5348, -5.4285, -3.7084)
C (3.4078, -3.9168, -3.6331)
C (2.0858, -4.0792, -3.2427)
C (1.2642, -2.9711, -3.1761)
C (1.7649, -1.7126, -3.4997)
C (3.0925, -1.5634, -3.8951)
C (3.9198, -2.6689, -3.9647)
C (0.8897, -0.5419, -3.4228)
O (1.3184, 0.6246, -3.6664)
O (-0.3399, -0.6493, -3.1029)
H (1.7120, -5.0624, -2.9930)
H (0.2342, -3.0734, -2.8699)
H (3.4699, -0.5805, -4.1370)
H (4.9508, -2.5689, -4.2685)
C (-2.1786, 1.5426, -6.2413)
C (-0.9945, 0.9197, -5.5176)
Sb (-0.6455, 1.6053, -3.4982)
C (0.3675, 3.4455, -3.8625)
C (-0.4790, 4.5592, -4.4574)
C (-2.6670, 1.6049, -2.7610)
C (-3.5275, 2.7962, -3.1690)
H (-2.2721, 1.1142, -7.2399)
H (-2.0775, 2.6213, -6.3628)
H (-3.1172, 1.3469, -5.7223)
H (-0.0617, 1.1037, -6.0529)
H (-1.1297, -0.1602, -5.4454)
H (1.1561, 3.1283, -4.5464)
H (0.8314, 3.7487, -2.9238)
H (-0.8878, 4.2841, -5.4290)
H (0.1280, 5.4525, -4.6041)
H (-1.3107, 4.8363, -3.8097)
H (-2.6088, 1.5217, -1.6759)
H (-3.0730, 0.6687, -3.1506)
H (-3.2190, 3.7093, -2.6622)
H (-4.5657, 2.6144, -2.8899)
H (-3.5070, 2.9860, -4.2404)

Here is C40H59LaN11O2S2 as an isolated structure from OMol25. Energies are from ωB97M-V/def2-TZVPD.

Results
Energy above the lowest of the compared OMol25 structures with the same formula, charge and spin ... 4.64 kcal per mole
Lowest unoccupied orbital energy ... 0.0758 hartree
Maximum force ... 0.66 eV/Å
Charge ... -1
M ... 929.0 g mol⁻¹
Orbital gap ... 6.124 eV
Highest occupied orbital energy ... -4.06 eV

Positions of all 115 atoms, in Å:
La (0.1251, 1.0403, 0.1271)
C (4.5857, -0.0159, 1.5094)
N (3.6525, -1.0647, 1.1217)
C (3.4425, -2.0165, 2.1967)
C (2.1554, -2.8146, 2.1187)
N (0.9664, -2.0655, 2.4915)
C (-0.2291, -2.8648, 2.2685)
C (1.0290, -1.5491, 3.8389)
C (0.9173, -2.4551, 4.8958)
C (0.9437, -2.0461, 6.2179)
C (1.0954, -0.6882, 6.4780)
C (1.2221, 0.2079, 5.4332)
C (1.2010, -0.1841, 4.0830)
S (1.4597, 1.0492, 2.8640)
C (3.8146, -1.5487, -0.1911)
C (4.2090, -2.8719, -0.4274)
C (4.2752, -3.4017, -1.7127)
C (3.9289, -2.5978, -2.7915)
C (3.5463, -1.2807, -2.5655)
C (3.4656, -0.7126, -1.2884)
S (2.8951, 0.9536, -1.1144)
H (5.5516, -0.4562, 1.8052)
H (4.1588, 0.5445, 2.3435)
H (4.7423, 0.6761, 0.6857)
H (3.4303, -1.4315, 3.1209)
H (4.2863, -2.7208, 2.2951)
H (2.2703, -3.7024, 2.7695)
H (2.0002, -3.1970, 1.1040)
H (-0.1723, -3.8554, 2.7490)
H (-0.3747, -3.0236, 1.2017)
H (-1.0948, -2.3288, 2.6531)
H (0.7939, -3.5059, 4.6629)
H (0.8459, -2.7638, 7.0233)
H (1.1113, -0.3213, 7.4980)
H (1.3391, 1.2651, 5.6391)
H (4.4640, -3.5009, 0.4125)
H (4.5880, -4.4289, -1.8581)
H (3.9564, -2.9854, -3.8029)
H (3.2594, -0.6522, -3.4006)
C (-0.0287, -0.8768, -3.6603)
N (-0.0517, 0.3700, -2.9240)
C (0.3042, 1.3803, -3.6116)
C (0.2006, 2.7447, -3.1773)
C (0.4247, 3.8121, -4.0331)
C (0.0247, 4.9557, -3.3299)
C (-0.4044, 4.4879, -2.0949)
N (-0.2988, 3.1346, -1.9546)
C (-1.3740, -1.3120, -4.1967)
C (-2.5052, -0.5125, -4.1179)
C (-3.7047, -0.9313, -4.6849)
C (-3.7892, -2.1517, -5.3405)
C (-2.6586, -2.9578, -5.4258)
C (-1.4667, -2.5394, -4.8526)
H (0.3763, -1.6716, -3.0356)
H (0.6543, -0.8053, -4.5216)
H (0.6642, 1.2561, -4.6427)
H (0.8043, 3.7391, -5.0414)
H (0.0319, 5.9828, -3.6590)
H (-0.7861, 5.1131, -1.3143)
H (-2.4340, 0.4460, -3.6183)
H (-4.5755, -0.2896, -4.6229)
H (-4.7228, -2.4698, -5.7865)
H (-2.7048, -3.9088, -5.9418)
H (-0.5800, -3.1612, -4.9287)
C (-2.1457, 3.0827, 2.9399)
N (-1.3661, 3.4268, 1.7514)
C (-2.2876, 4.0115, 0.7915)
C (-0.3351, 4.3679, 2.2156)
C (0.6776, 4.8084, 1.1831)
N (1.6882, 3.7919, 0.8835)
C (2.4585, 4.1733, -0.3096)
C (2.6615, 3.7648, 1.9842)
H (-2.5602, 4.0041, 3.3834)
H (-1.5142, 2.5723, 3.6627)
H (-2.9617, 2.4233, 2.6748)
H (-2.6606, 4.9922, 1.1368)
H (-3.1424, 3.3410, 0.6867)
H (-1.8508, 4.1191, -0.1818)
H (0.1745, 3.8867, 3.0511)
H (-0.8368, 5.2661, 2.6205)
H (1.1816, 5.7192, 1.5542)
H (0.1837, 5.0939, 0.2652)
H (2.9460, 5.1481, -0.1419)
H (1.8215, 4.2411, -1.1881)
H (3.2323, 3.4307, -0.4896)
H (3.1644, 4.7458, 2.0310)
H (3.4022, 2.9882, 1.8039)
H (2.1937, 3.5433, 2.9366)
C (-4.7349, -1.3501, -0.8649)
N (-3.6209, -2.2473, -1.0797)
C (-3.9031, -3.4498, -1.8444)
C (-2.3359, -1.7570, -0.9689)
N (-1.9970, -0.5436, -0.8113)
N (-1.3780, -2.7700, -1.0320)
C (-0.0055, -2.6112, -0.9458)
N (0.6613, -3.7824, -1.2590)
N (0.5475, -1.5201, -0.5976)
H (-5.5898, -1.9283, -0.5125)
H (-5.0248, -0.8287, -1.7865)
H (-4.4854, -0.6207, -0.0995)
H (-4.8341, -3.3082, -2.3934)
H (-4.0174, -4.3373, -1.2125)
H (-3.1354, -3.6317, -2.5950)
H (-2.8198, 0.0494, -0.8075)
H (-1.7084, -3.7168, -0.9445)
H (0.2474, -4.3175, -2.0103)
H (1.6669, -3.6753, -1.3487)
H (1.5578, -1.6014, -0.6880)
C (-4.2068, 0.0135, 2.3894)
O (-3.2628, 0.3787, 1.4008)
C (-1.8399, 0.3325, 1.8642)
O (-1.7463, 0.0142, 3.0224)
H (-5.1953, 0.1326, 1.9393)
H (-4.1442, 0.6368, 3.2855)
H (-4.0770, -1.0218, 2.7171)

Here is a 8-piece molecular cluster, C40H60BrF7O24S overall at a distorted geometry from OMol25. Energies are from ωB97M-V/def2-TZVPD.

Results
Energy above the lowest of the compared OMol25 structures with the same formula, charge and spin ... 25.88 kcal per mole
Lowest unoccupied orbital energy ... -0.0055 hartree
Maximum force ... 2.21 eV/Å
M ... 1169.9 g mol⁻¹
Orbital gap ... 9.840 eV
Highest occupied orbital energy ... -9.99 eV

Positions of all 133 atoms, in Å:
C (5.5191, 1.5901, 2.8131)
C (6.4608, 1.7186, 1.5977)
C (6.4498, 0.4173, 0.7490)
C (5.3746, 0.5881, -0.3702)
C (4.3891, -0.5936, -0.5383)
C (4.9438, -1.9768, -0.2083)
C (3.8562, -3.0427, -0.4890)
C (2.7242, -2.9862, 0.5684)
C (1.3363, -3.2613, -0.0597)
C (0.3722, -4.0256, 0.8684)
C (-0.7943, -3.1585, 1.4067)
C (-2.1802, -3.5540, 0.8261)
C (-3.1456, -4.0627, 1.9030)
C (-4.6071, -4.0067, 1.4504)
C (-5.2237, -2.6045, 1.5816)
C (-6.4692, -2.5226, 0.7247)
O (-7.3722, -1.5164, 1.2640)
S (-8.8985, -2.0630, 1.2979)
O (-9.2224, -2.3259, 2.6733)
O (-9.6796, -0.6335, 0.9566)
C (-10.9958, -0.9082, 0.5130)
Br (-10.9425, -1.4752, -1.3741)
C (-11.9071, 0.2834, 0.8171)
C (-12.7739, 0.7968, -0.3355)
H (4.4972, 1.7624, 2.4715)
H (5.6218, 0.6154, 3.2824)
H (5.7311, 2.3924, 3.5198)
H (7.4672, 1.8985, 1.9905)
H (6.1515, 2.5865, 1.0156)
H (6.2478, -0.3851, 1.4505)
H (7.4304, 0.3661, 0.2798)
H (4.7748, 1.4553, -0.0833)
H (5.8502, 0.8707, -1.3042)
H (3.4597, -0.3869, -0.0112)
H (4.1081, -0.6219, -1.5969)
H (5.1063, -2.0343, 0.8716)
H (5.8340, -2.2327, -0.7807)
H (3.4256, -2.8516, -1.4728)
H (4.2968, -4.0348, -0.4084)
H (2.8897, -3.7358, 1.3396)
H (2.6905, -2.0167, 1.0696)
H (1.4960, -3.7703, -1.0106)
H (0.8635, -2.3051, -0.2984)
H (-0.0913, -4.8144, 0.2718)
H (0.8805, -4.5361, 1.6850)
H (-0.8567, -3.3062, 2.4868)
H (-0.6168, -2.0941, 1.2553)
H (-2.0788, -4.2426, -0.0118)
H (-2.6186, -2.6357, 0.4191)
H (-2.9744, -3.4939, 2.8178)
H (-2.9199, -5.1117, 2.1124)
H (-5.1725, -4.6903, 2.0903)
H (-4.6913, -4.4064, 0.4361)
H (-4.4712, -1.8737, 1.2865)
H (-5.4515, -2.4563, 2.6355)
H (-6.9934, -3.4799, 0.7186)
H (-6.1821, -2.2184, -0.2817)
H (-11.3472, -1.7708, 1.0758)
H (-12.5844, -0.0377, 1.6072)
H (-11.3308, 1.1214, 1.2036)
H (-13.3086, 0.0149, -0.8669)
H (-13.5438, 1.4310, 0.1090)
H (-12.2277, 1.4389, -1.0166)
C (10.2265, 2.8710, -1.9260)
C (8.9233, 3.1535, -1.2228)
O (8.0787, 2.1128, -1.6927)
C (8.8981, 1.0576, -1.9731)
O (8.5206, -0.0555, -2.1321)
O (10.1947, 1.4413, -2.0356)
F (8.4007, 4.3463, -1.5988)
H (10.2645, 3.3141, -2.9195)
H (11.0893, 3.1983, -1.3609)
H (8.9771, 3.1108, -0.1327)
C (-10.7841, 5.2955, 0.1548)
C (-11.0176, 4.7235, -1.2182)
O (-12.1185, 3.8488, -1.0076)
C (-12.8320, 4.3695, 0.0349)
O (-13.9404, 4.0516, 0.3134)
O (-12.1065, 5.2950, 0.7048)
F (-9.9536, 3.9973, -1.6460)
H (-10.1404, 4.6502, 0.7562)
H (-10.3693, 6.2953, 0.1366)
H (-11.2796, 5.4564, -1.9738)
C (7.0212, -3.6504, 3.3825)
C (5.9170, -3.8561, 4.3866)
O (4.8223, -4.2259, 3.5632)
C (5.3475, -4.8351, 2.4602)
O (4.7276, -5.4838, 1.6861)
O (6.6771, -4.5919, 2.3620)
F (5.6094, -2.7087, 5.0397)
H (7.0145, -2.6422, 2.9606)
H (8.0047, -3.8502, 3.7900)
H (6.1090, -4.6442, 5.1162)
C (-10.9894, 9.3151, -4.5265)
C (-10.8285, 7.8571, -4.8794)
O (-10.4008, 7.2938, -3.6479)
C (-10.9241, 8.0681, -2.6576)
O (-10.9874, 7.7434, -1.5161)
O (-11.3683, 9.2466, -3.1468)
F (-9.8679, 7.6675, -5.8109)
H (-10.0511, 9.8634, -4.6197)
H (-11.7534, 9.8136, -5.1170)
H (-11.7466, 7.3645, -5.2035)
C (14.5752, 3.9548, -0.5254)
C (15.2755, 4.9722, -1.3916)
O (14.6950, 4.7409, -2.6635)
C (13.4391, 4.2609, -2.4498)
O (12.5924, 4.2087, -3.2772)
O (13.2940, 3.8602, -1.1580)
F (16.6058, 4.7394, -1.4617)
H (15.0697, 2.9833, -0.5565)
H (14.4776, 4.2720, 0.5096)
H (15.1063, 6.0100, -1.0997)
C (-8.5081, -3.9612, -3.7775)
C (-9.8151, -3.3241, -4.1720)
O (-10.3299, -4.2350, -5.1259)
C (-9.8361, -5.4665, -4.8004)
O (-10.2554, -6.4920, -5.2164)
O (-8.8010, -5.3533, -3.9253)
F (-9.6253, -2.1210, -4.7678)
H (-7.6985, -3.6842, -4.4547)
H (-8.2147, -3.7276, -2.7566)
H (-10.5262, -3.2148, -3.3519)
C (10.9729, -1.9899, 2.4701)
C (11.8327, -1.4450, 3.5833)
O (11.0087, -1.6244, 4.7211)
C (10.2097, -2.6934, 4.4630)
O (9.5895, -3.2769, 5.2896)
O (10.2221, -3.0103, 3.1410)
F (12.0857, -0.1242, 3.4225)
H (10.2901, -1.2379, 2.0717)
H (11.5537, -2.4095, 1.6528)
H (12.7744, -1.9763, 3.7305)